# 1
Computed, not measured: 2 unconnected molecules or ions with the total composition BrCl4HSi2, with ωB97M-V/def2-TZVPD.

The geometry in XYZ format:
```
8
Properties=species:S:1:pos:R:3:nbo_charge:R:1
Si 2.0647 0.6537 0.1368 0.908
Si -1.6369 -1.1057 -0.0175 0.941
Cl 2.2331 0.3862 -1.7801 -0.303
Cl 1.7732 2.6694 0.3932 -0.365
Cl -2.3569 -0.4659 -1.7846 -0.376
Cl -2.2671 -2.9244 0.4243 -0.345
Br -2.2937 0.7353 1.2294 -0.340
H 2.4837 0.0514 1.3985 -0.120
```

The molar mass is 278.90 g mol⁻¹. The total charge is 0. The relative energy (zero: lowest compared OMol25 entry of this formula, charge and spin) is 71.0 kcal/mol. For the frontier orbital gap (alpha / beta), the calculation gives 7.60 / 5.54 eV.


# 2
Computed, not measured: a molecular structure, C34H44As2FeN3OSSe3Te, with ωB97M-V/def2-TZVPD.

The geometry in XYZ format:
```
90
Properties=species:S:1:pos:R:3:mulliken_charge:R:1
Fe 0.1092 0.1867 0.2757 0.662
C 0.2734 -0.1130 4.4710 -1.770
As -0.6040 -0.3037 2.7358 1.103
C -1.4774 -2.0225 3.1026 -1.218
C -2.2078 0.7826 3.0203 -0.334
C -2.5464 1.3532 4.2416 -0.732
C -3.7351 2.0547 4.3894 -0.721
C -4.6038 2.1796 3.3158 -0.827
C -4.2657 1.6254 2.0889 -0.634
C -3.0684 0.9344 1.9288 -0.062
As -2.4251 0.3062 0.1877 1.750
C -3.4492 -1.3464 -0.0718 -1.444
C -3.5215 1.4727 -0.9426 -0.910
H -0.3950 -0.4051 5.2819 0.475
H 0.6115 0.9143 4.5932 0.500
H 1.1488 -0.7601 4.4608 0.460
H -2.2657 -1.8760 3.8402 0.463
H -0.7282 -2.7125 3.4869 0.499
H -1.8864 -2.4476 2.1894 0.194
H -1.8745 1.2668 5.0857 0.340
H -3.9815 2.5045 5.3433 0.409
H -5.5365 2.7184 3.4275 0.400
H -4.9456 1.7486 1.2545 0.318
H -4.4102 -1.2866 0.4370 0.429
H -2.8718 -2.1927 0.2926 0.196
H -3.6126 -1.4823 -1.1420 0.448
H -4.5763 1.2152 -0.8507 0.487
H -3.2208 1.3593 -1.9807 -0.378
H -3.3746 2.5090 -0.6406 0.295
Se 2.6681 0.2502 -0.0212 -0.065
Se 4.0988 1.8168 -0.9571 -0.694
Te 5.0471 1.5707 2.9504 -0.520
Se 2.8324 0.6526 2.4105 -0.324
C -0.0305 0.3030 -6.7348 -1.324
C -1.3455 0.4753 -6.0285 1.407
C -2.3756 1.2144 -6.5934 -0.784
C -3.5898 1.3978 -5.9453 -0.894
C -3.7885 0.8081 -4.7069 -0.474
C -2.7799 0.0555 -4.1285 -1.272
C -1.5538 -0.0967 -4.7675 0.538
N -0.5589 -0.8803 -4.1648 0.027
C -0.3957 -0.8347 -2.7382 -1.604
N -0.6522 -2.0429 -2.1920 0.495
C -0.1609 -2.5902 -0.9713 0.330
C 0.2772 -1.7702 0.0701 0.856
C 0.9207 -2.4916 1.1009 -0.593
C 1.0112 -3.8689 1.1515 -1.217
C 0.4443 -4.6307 0.1382 -0.925
C -0.1345 -3.9981 -0.9466 1.458
C -0.6916 -4.8233 -2.0803 -1.759
N -0.0799 0.2230 -2.0882 0.989
C 0.3246 1.3474 -2.8664 0.380
C -0.5040 2.4668 -2.9201 -0.883
C -0.1401 3.5914 -3.6363 -0.904
C 1.0845 3.6179 -4.2933 -0.996
C 1.9077 2.5081 -4.2372 -0.760
C 1.5449 1.3525 -3.5454 1.077
C 2.4802 0.1744 -3.5617 -1.557
H -0.0489 0.7944 -7.7065 0.418
H 0.2049 -0.7523 -6.9021 0.343
H 0.7833 0.7436 -6.1534 0.183
H -2.2128 1.6670 -7.5650 0.364
H -4.3699 1.9895 -6.4056 0.386
H -4.7313 0.9271 -4.1869 0.441
H -2.9350 -0.4297 -3.1721 0.757
H 0.3301 -0.8948 -4.6441 0.220
H -0.9317 -2.7068 -2.8930 0.485
H 1.4050 -1.9295 1.8958 0.376
H 1.5224 -4.3495 1.9771 0.459
H 0.4779 -5.7139 0.1694 0.313
H -0.6971 -5.8773 -1.8066 0.389
H -0.0937 -4.7279 -2.9929 0.343
H -1.7219 -4.5512 -2.3311 0.360
H -1.4529 2.4321 -2.4036 0.641
H -0.8090 4.4428 -3.6823 0.573
H 1.3958 4.4985 -4.8408 0.400
H 2.8711 2.5266 -4.7337 0.455
H 3.4691 0.4919 -3.2298 0.496
H 2.5682 -0.2395 -4.5743 0.309
H 2.1725 -0.6176 -2.8794 0.129
C 1.5613 4.0169 0.1910 -0.872
S 0.0368 3.1059 0.1180 0.771
C -1.0492 4.5406 0.0496 -1.336
O -0.2059 2.4271 1.4385 -0.639
H 1.6068 4.5194 1.1594 0.469
H 1.5658 4.7313 -0.6330 0.383
H 2.4032 3.3289 0.0743 -0.162
H -0.9424 5.0192 -0.9229 0.337
H -0.7899 5.2264 0.8566 0.500
H -2.0696 4.1849 0.1938 0.302
```

The molar mass is 1112.98 g mol⁻¹. The total charge is -1. For the frontier orbital gap (alpha / beta), the calculation gives 4.36 / 4.36 eV.


# 3
Computed, not measured: 12 unconnected molecules or ions with the total composition C39H88ClF15N6O19S5, with ωB97M-V/def2-TZVPD.

The geometry in XYZ format:
```
173
Properties=species:S:1:pos:R:3:mulliken_charge:R:1
C -1.2611 0.7209 1.0267 -0.083
C 0.1541 0.2291 0.6932 -0.610
C 0.2507 -0.7359 -0.5079 1.079
C 1.5240 -1.6339 -0.3523 -0.885
N 1.9324 -2.3193 -1.6748 0.946
C 0.8099 -3.2943 -2.1420 0.145
C 1.3380 -4.7726 -2.1540 -0.840
C 2.4006 -4.7342 -1.1107 0.124
C 3.0319 -3.3613 -1.4605 -0.413
C 2.5164 -1.2877 -2.6655 -0.843
H -1.9070 -0.0897 1.3642 -0.322
H -1.5452 1.2256 0.1034 0.297
H -1.3700 1.4624 1.8181 -0.342
H 0.5948 -0.4062 1.4614 0.754
H 0.8027 1.0667 0.4364 -0.074
H -0.0639 -0.3448 -1.4755 -0.235
H -0.6396 -1.3525 -0.3842 0.043
H 1.4145 -2.4435 0.3693 0.396
H 2.3798 -1.0357 -0.0394 -0.312
H 0.5872 -2.8547 -3.1143 0.282
H -0.0811 -3.2127 -1.5194 -0.198
H 1.7151 -5.1906 -3.0874 0.330
H 0.4777 -5.4064 -1.9386 0.251
H 3.1938 -5.4574 -1.3002 0.596
H 1.9589 -4.8284 -0.1187 -0.270
H 3.5576 -3.4319 -2.4128 0.570
H 3.6903 -2.9655 -0.6873 -0.193
H 1.7221 -0.5943 -2.9417 0.108
H 2.9581 -1.8228 -3.5061 0.499
H 3.2836 -0.7225 -2.1363 0.149
C -5.7239 -6.6895 -1.1812 -0.961
C -6.7406 -5.7318 -1.7159 -0.725
C -6.2533 -4.3995 -2.4008 -0.516
C -5.7604 -3.4018 -1.3644 -0.656
N -5.0935 -2.1406 -1.9581 0.872
C -4.8870 -1.0432 -0.8948 -0.697
C -5.1506 0.3462 -1.5784 -0.371
C -5.4333 0.0235 -3.0178 -0.418
C -6.0661 -1.4006 -2.9093 -0.818
C -3.6730 -2.4922 -2.5743 -0.546
H -4.9867 -7.1105 -1.8649 0.321
H -6.3113 -7.4531 -0.6712 0.374
H -5.1669 -6.1856 -0.3913 0.150
H -7.5356 -5.4817 -1.0133 0.359
H -7.2166 -6.3384 -2.4863 0.343
H -7.0406 -3.9446 -3.0019 0.350
H -5.4365 -4.6381 -3.0820 0.328
H -5.0372 -3.7277 -0.6168 0.230
H -6.5283 -2.9520 -0.7351 0.463
H -3.8486 -1.1699 -0.5885 0.124
H -5.4270 -1.2883 0.0198 0.586
H -4.2054 0.8574 -1.3958 0.108
H -5.9501 0.8123 -1.0023 0.410
H -4.5586 0.0757 -3.6661 -0.318
H -6.0728 0.8205 -3.3971 0.554
H -6.0147 -1.9443 -3.8527 0.537
H -7.0264 -1.3075 -2.4021 0.398
H -3.0859 -3.3175 -2.1714 0.038
H -3.1878 -1.5164 -2.5507 0.108
H -4.0443 -2.6869 -3.5804 0.406
C 6.4853 -1.6441 3.6198 -1.454
C 6.6037 -0.8092 2.2898 0.180
C 7.5368 -1.4342 1.1855 -0.771
O 7.0533 -0.9782 -0.0805 -0.244
C 7.7447 -1.8079 -1.0715 -0.844
N 5.1493 -0.7329 1.8184 0.404
H 4.5487 -0.3934 2.5561 0.292
H 4.9733 -0.0869 1.0621 0.251
H 4.7907 -1.6261 1.5124 -0.094
H 6.4587 -2.7321 3.5595 0.326
H 5.6674 -1.3973 4.2967 0.418
H 7.2693 -1.3557 4.3199 0.416
H 6.8593 0.2448 2.3995 0.478
H 7.6024 -2.5157 1.3046 0.449
H 8.4792 -0.9308 1.4015 0.431
H 8.8217 -1.6876 -0.9542 0.348
H 7.3521 -1.5220 -2.0473 0.245
H 7.4347 -2.8481 -0.9721 0.339
C 3.9266 4.3193 -3.7897 -1.626
C 2.9887 3.2685 -4.2974 0.641
C 3.7438 1.9505 -4.6495 -0.942
O 2.9831 0.8302 -4.9451 -0.051
C 2.4239 0.9536 -6.2305 -0.873
N 1.8180 2.9786 -3.2830 0.565
H 1.1432 3.7296 -3.3102 0.573
H 1.1755 2.2313 -3.5039 -0.127
H 2.1519 2.8906 -2.3338 0.005
H 4.5684 4.0464 -2.9520 0.292
H 3.4532 5.2213 -3.4019 0.419
H 4.4988 4.5634 -4.6847 0.447
H 2.4204 3.5672 -5.1782 0.300
H 4.3533 1.5494 -3.8398 0.275
H 4.4727 2.1476 -5.4356 0.492
H 1.7553 0.1560 -6.5544 0.257
H 3.1009 1.1641 -7.0585 0.371
H 1.7867 1.8374 -6.2595 0.286
C 1.1307 2.7647 3.5332 -1.200
C 0.8974 2.9885 4.9913 0.457
C -0.4574 3.4652 5.3591 -0.561
O -0.7534 3.2756 6.7728 -0.397
C -0.2483 4.2900 7.6689 -0.718
N 1.0924 1.6299 5.6634 -0.170
H 0.3299 0.9721 5.7405 0.323
H 1.8504 1.1531 5.1963 0.258
H 1.2621 1.8175 6.6413 0.404
H 2.1652 2.5300 3.2823 0.699
H 0.9097 3.6829 2.9891 -0.338
H 0.5395 2.0427 2.9698 0.374
H 1.6635 3.5241 5.5518 0.195
H -1.1613 2.8177 4.8363 0.273
H -0.6815 4.4575 4.9675 0.459
H -0.0490 3.8857 8.6613 0.276
H -1.0051 5.0439 7.8859 0.296
H 0.6834 4.7300 7.3133 0.314
C -0.9058 8.1760 2.4938 -1.234
C 0.0256 7.8023 1.2409 0.012
C 0.8045 6.4902 1.4839 -0.339
O 1.5421 6.0345 0.3096 -0.497
C 1.8868 4.6436 0.3928 -0.241
N -0.7350 7.7451 -0.0846 0.028
H -0.2228 7.1091 -0.6790 0.419
H -1.5452 7.1586 0.0555 0.234
H -1.0170 8.6266 -0.4890 0.417
H -0.4312 8.3030 3.4668 0.392
H -1.7790 7.5271 2.5606 0.277
H -1.3183 9.1447 2.2118 0.397
H 0.7797 8.5867 1.1757 0.402
H -0.0071 5.8458 1.8217 -0.059
H 1.4313 6.7007 2.3505 0.429
H 0.9933 4.0284 0.2859 0.129
H 2.3737 4.3829 1.3325 0.253
H 2.5902 4.4623 -0.4199 0.138
Cl 3.5443 1.5300 -0.5820 -0.787
C -1.8431 -7.2049 0.5302 0.413
F -1.7276 -7.3563 -0.7926 -0.229
F -3.0489 -7.7383 0.9188 -0.221
F -0.8252 -7.8466 1.1442 -0.204
S -1.8885 -5.2906 0.9761 0.796
O -2.7125 -4.5822 -0.0034 -0.376
O -2.4987 -5.1739 2.3029 -0.640
O -0.5390 -4.7330 1.0686 -0.616
C -2.9665 3.9664 1.7980 0.529
F -2.0510 3.5279 0.9272 -0.075
F -3.8396 3.1123 2.2520 -0.137
F -2.3334 4.4529 2.8772 -0.230
S -4.0348 5.4469 1.0643 1.051
O -4.7942 4.8021 0.0075 -0.610
O -4.8369 5.9935 2.2180 -0.654
O -3.0644 6.4227 0.5188 -0.903
C -1.7850 0.3855 -6.0298 0.421
F -0.7909 -0.2046 -6.7851 -0.206
F -1.8294 1.7156 -6.4636 -0.232
F -2.9342 -0.2919 -6.2654 -0.176
S -1.3370 0.3062 -4.1178 0.933
O -2.2956 1.1389 -3.3727 -0.680
O -1.2404 -1.1172 -3.7667 -0.516
O -0.0168 0.9319 -3.9694 -1.006
C 3.6470 -5.7752 2.6213 0.526
F 3.4512 -6.4689 3.7545 -0.221
F 4.9816 -5.7830 2.4321 -0.243
F 2.9292 -6.3955 1.6576 -0.167
S 3.1283 -3.9038 2.9168 1.062
O 1.6214 -3.8142 3.0382 -0.627
O 3.7572 -3.5532 4.2056 -0.709
O 3.6098 -3.1650 1.7869 -0.819
C -4.3703 -0.1896 3.2405 0.410
F -4.5820 0.2922 2.0465 -0.198
F -3.3267 0.3056 3.8103 -0.127
F -5.5016 0.0469 3.9311 -0.274
S -4.0317 -2.1412 2.9509 0.949
O -4.8490 -2.5984 1.8195 -0.662
O -2.5907 -2.2036 2.6390 -0.429
O -4.3773 -2.8126 4.1695 -0.672
```

The molar mass is 1425.91 g mol⁻¹. The total charge is 0. For the frontier orbital gap, the calculation gives 4.97 eV.


| no. | maximum force (eV Å⁻¹) | electronic energy (eV) |
| --- | --- | --- |
| 1 | 3.4 | -135906.5678 |
| 2 | 1.1 | -412722.4178 |
| 3 | 6.7 | -197165.5638 |